Entry 1:
Entry from the Open Molecules 2025 dataset: a cluster of 10 separate species, H20O10 in total in a non-equilibrium geometry (ωB97M-V/def2-TZVPD).

The SMILES is O.O.O.O.O.O.O.O.O.O. Its frontier orbital gap is 8.7 eV. The energy above the lowest of the compared OMol25 structures with the same formula, charge and spin is 701.0 kJ/mol. The calculation puts the HOMO energy at -9.037 eV.

```
30
Properties=species:S:1:pos:R:3:forces:R:3
O 0.314205 0.378529 -1.435315 0.39 -1.96 -1.15
H 1.134904 0.216474 -1.914045 0.00 0.37 0.20
H 0.585284 0.416009 -0.511140 0.18 -0.61 -0.39
O 0.265276 -0.366164 4.605410 0.01 0.26 0.02
H 0.373592 -0.158647 3.670426 0.10 -0.19 0.04
H 0.731983 0.344762 5.059014 -0.07 -0.11 0.00
O 1.707871 -1.288679 -0.188533 0.97 0.13 -0.17
H 2.500026 -0.820406 -0.475240 0.03 -0.13 -0.19
H 1.412187 -1.754904 -0.978593 -0.29 -0.28 0.30
O -3.939333 1.376313 -1.624367 -2.70 -0.59 0.00
H -4.103728 1.237801 -2.563930 -0.03 0.15 0.05
H -4.726097 1.023010 -1.194053 -0.16 -0.16 -0.08
O -0.322831 -3.358052 -1.092113 0.21 0.26 -0.21
H 0.050152 -3.474459 -1.973205 -0.14 -0.16 -0.01
H -0.864997 -2.564957 -1.169869 -0.07 -0.06 0.04
O -1.848758 0.653008 -1.063599 -0.81 -1.01 1.34
H -1.407415 0.957377 -0.262620 -0.26 -0.07 -0.16
H -1.687351 -0.297169 -1.073664 0.11 0.22 0.10
O -2.319342 2.835535 -2.034167 1.00 1.81 -0.55
H -1.950052 3.612468 -1.599436 0.00 0.13 -0.17
H -1.807642 2.756267 -2.847107 0.22 -0.03 0.11
O 1.790188 -2.617240 2.023407 -0.08 -0.67 0.46
H 2.509660 -2.313615 2.588351 -0.35 -0.08 0.01
H 1.443912 -1.808509 1.629659 0.05 -0.60 0.11
O 2.705672 -0.281600 2.330718 0.46 1.00 0.01
H 3.287324 0.450802 2.563653 -0.03 0.01 0.11
H 2.854337 -0.408093 1.386851 -0.03 -0.13 0.20
O 1.294676 2.330374 -1.350616 1.24 2.00 0.55
H 0.607484 2.263001 -0.678145 -0.04 0.17 -0.48
H 1.875429 3.026595 -1.023517 0.07 0.31 -0.10
```
Positions in Å, forces in eV/Å.

Entry 2:
Entry from the Open Molecules 2025 dataset: a cluster of 4 separate species, C21H31I2NO6 in total in a non-equilibrium geometry (ωB97M-V/def2-TZVPD).

Its frontier orbital gap is 8.5 eV. The calculation puts the HOMO energy at -8.577 eV.

```
61
Properties=species:S:1:pos:R:3:forces:R:3
C 6.533156 0.092250 -0.308395 1.77 -0.37 0.13
C 6.257974 -1.394600 -0.630593 -1.06 0.21 -0.15
I 8.003985 -2.680877 -0.676499 -0.62 1.03 0.17
C 5.013668 -1.881697 -0.868404 1.18 0.48 0.07
I 4.875976 -4.016834 -1.280423 -0.46 1.00 0.25
C 3.698982 -0.996471 -0.893772 -0.97 -1.42 -0.90
C 3.121235 -0.676253 0.525999 0.68 -1.27 0.61
C 3.818748 0.463843 1.335623 -0.62 1.02 0.19
O 2.814480 1.263125 2.002035 -0.08 -0.67 -0.32
O 3.883211 0.246130 -1.609776 -0.56 -0.52 0.46
C 2.739058 1.001018 -1.703044 0.38 0.98 -0.08
O 2.837679 2.182638 -1.574132 -0.02 0.33 -0.14
C 2.688519 -1.847041 -1.800734 0.74 0.96 1.94
C 1.712622 -2.625445 -1.130887 -1.32 -0.87 -1.27
C 0.775720 -3.414085 -1.899597 2.33 1.65 -0.92
C 1.013401 -3.318280 -3.314099 -0.14 -0.03 1.57
C 2.075828 -2.507176 -3.791065 -0.14 -0.24 -1.85
N 2.950024 -1.721363 -3.122910 -2.54 -2.01 1.48
H 6.337735 0.310822 0.770148 -0.08 -0.17 -0.98
H 7.640157 0.238723 -0.418509 -0.95 -0.03 0.07
H 6.064193 0.820356 -0.999181 -0.10 -0.69 0.58
H 3.230552 -1.615710 1.134104 -0.19 0.70 -0.54
H 2.013433 -0.509000 0.465053 0.96 0.23 -0.13
H 4.513754 0.119351 2.136547 -0.34 -0.29 -0.78
H 4.375944 1.186884 0.694896 -0.54 -0.71 0.33
H 2.016588 0.719675 2.156951 0.37 0.45 0.09
H 1.724649 0.606909 -1.948716 0.90 -0.86 0.23
H 1.623778 -2.671691 -0.030996 0.33 0.27 -0.83
H 0.006681 -4.030905 -1.407032 0.45 0.42 -0.52
H 0.373731 -3.874226 -4.022829 0.60 0.46 0.37
H 2.225249 -2.507985 -4.897486 -0.17 0.04 0.92
C -2.358398 1.918934 1.797857 0.08 -0.23 0.34
C -0.914921 1.547054 1.589671 0.07 -0.08 0.02
O -0.298548 0.914935 2.424538 0.06 -0.06 -0.13
C -0.264676 1.989431 0.305244 0.28 -0.21 0.07
H -2.695986 1.538443 2.760318 0.02 0.09 -0.05
H -2.466895 3.005206 1.793964 -0.08 -0.02 -0.15
H -2.971519 1.475877 1.010051 0.04 0.16 -0.11
H -0.280636 3.078572 0.235843 -0.08 -0.03 -0.13
H -0.788888 1.548963 -0.545488 -0.13 0.15 0.02
H 0.772344 1.655128 0.290077 -0.03 0.15 0.05
C -5.025431 -0.507625 4.725200 0.30 0.12 0.04
C -5.477978 0.809543 4.147916 0.20 0.21 0.00
O -4.715359 1.743729 4.036713 -0.18 -0.12 0.03
C -6.918467 0.916331 3.714493 0.05 0.31 -0.10
H -3.971088 -0.441351 4.992644 -0.07 0.02 -0.03
H -5.601383 -0.738064 5.623351 -0.09 -0.14 -0.12
H -5.150596 -1.300892 3.985771 -0.16 -0.06 0.12
H -7.577602 0.748476 4.568139 -0.04 -0.18 -0.09
H -7.126750 0.185478 2.930802 -0.10 -0.11 0.15
H -7.103657 1.915246 3.320184 0.04 -0.06 0.03
C -4.733853 1.155328 -2.025611 0.01 -0.15 0.30
C -3.288785 0.781859 -2.236801 0.13 -0.15 0.15
O -2.672589 0.150289 -1.405393 -0.08 0.10 -0.08
C -2.640816 1.225500 -3.523273 0.28 -0.14 0.11
H -5.068657 0.772717 -1.061551 0.04 0.01 -0.06
H -4.841841 2.241513 -2.028550 -0.08 -0.03 -0.18
H -5.350757 0.715167 -2.811126 -0.01 0.19 -0.07
H -2.656970 2.314799 -3.591962 -0.14 -0.03 -0.14
H -3.165700 0.788469 -4.374642 -0.07 0.19 -0.03
H -1.604311 0.888860 -3.540661 -0.07 0.01 0.02
```
Positions in Å, forces in eV/Å.

Entry 3:
Entry from the Open Molecules 2025 dataset: a structure of composition C16H26Ge2ReSbSe4 in a non-equilibrium geometry (ωB97M-V/def2-TZVPD).

The total charge is +4. Its frontier orbital gap (spin up / spin down) is 2.9 / 2.9 eV. The calculation puts the HOMO energy (spin up / spin down) at -18.484 / -18.481 eV.

```
50
Properties=species:S:1:pos:R:3:forces:R:3
Re -1.170277 -1.895272 -0.495775 -1.87 -1.77 0.66
C -2.849173 -2.376825 3.085404 0.45 0.54 0.15
C -2.156007 -2.361460 1.689021 -0.17 -0.72 -1.03
Ge -0.695581 -0.942553 1.809110 2.07 1.42 2.28
C -1.432207 0.881883 1.867509 -0.20 0.14 -0.83
C -1.907288 1.311056 3.259965 0.18 -0.33 0.35
C 0.697677 -1.157770 3.181740 -0.89 -0.24 -0.71
C 2.000830 -0.785758 3.285309 -0.21 0.12 -0.14
Ge 3.030289 0.025578 1.787452 0.17 -0.09 0.80
C 3.909294 -1.159392 0.542160 -0.05 0.10 -0.02
C 5.249240 -1.663557 1.125867 0.04 -0.07 0.00
C 3.157272 1.951122 1.774210 -0.01 -0.05 -0.14
C 4.419556 2.382327 2.560614 0.04 0.03 0.08
C 2.742682 -0.929124 4.530589 0.38 0.05 0.69
C 2.119738 -1.256574 5.784765 0.18 0.29 -1.51
C 2.862527 -1.388137 6.920338 1.15 0.13 0.35
C 4.259023 -1.189099 6.870897 -0.03 0.17 -0.89
C 4.904074 -0.853862 5.645279 -0.14 -0.32 1.64
C 4.153930 -0.720076 4.516709 -1.33 -0.15 -0.37
H -3.654638 -3.109192 3.058352 -0.03 -0.13 -0.17
H -3.279503 -1.411339 3.338716 -0.02 0.01 -0.01
H -2.144629 -2.680012 3.858513 0.01 -0.04 0.00
H -2.979124 -2.108146 0.977162 -0.11 0.15 -0.42
H -1.794545 -3.370968 1.471990 0.01 -0.05 0.12
H -2.246106 0.927578 1.140756 -0.01 0.15 -0.01
H -0.640777 1.542363 1.503945 0.02 -0.01 -0.03
H -2.747808 0.718145 3.614500 -0.02 0.02 0.02
H -2.243883 2.346763 3.216471 0.01 0.03 -0.16
H -1.108940 1.260421 4.002273 -0.03 -0.02 -0.05
H 0.251650 -1.575563 4.084025 -0.04 -0.27 -0.19
H 4.072306 -0.599943 -0.379835 0.02 -0.01 -0.01
H 3.240676 -1.998221 0.336815 0.01 -0.01 0.02
H 5.940117 -0.847328 1.340502 -0.03 -0.01 0.01
H 5.726876 -2.299296 0.381832 0.01 0.01 -0.01
H 5.107639 -2.264381 2.024361 0.00 0.04 -0.01
H 2.259544 2.386419 2.213972 0.00 -0.05 0.03
H 3.235300 2.267271 0.732684 -0.01 0.04 0.00
H 4.369009 2.103282 3.613167 0.00 -0.02 -0.04
H 4.482090 3.469365 2.516910 0.00 -0.01 -0.03
H 5.337302 1.987821 2.122945 -0.01 -0.01 0.02
H 1.048529 -1.381330 5.850552 -0.04 -0.03 -0.01
H 2.391481 -1.633790 7.862939 0.01 0.02 -0.02
H 4.850664 -1.279842 7.774993 -0.04 -0.02 -0.08
H 5.976651 -0.710018 5.629580 -0.04 0.02 0.01
H 4.671429 -0.472008 3.588704 0.04 0.03 -0.20
Se -3.424201 -3.581481 -4.683552 -0.14 0.00 0.14
Sb -1.187046 -3.254926 -4.610357 -0.28 -0.23 -0.76
Se -1.086111 -0.438105 -2.105525 0.27 0.21 0.21
Se -0.321693 -3.808654 -1.168667 0.32 0.87 0.26
Se 0.986575 -3.067763 -5.181499 0.35 0.06 0.02
```
Positions in Å, forces in eV/Å.

Entry 4:
Entry from the Open Molecules 2025 dataset: a cluster of 5 separate species, C27H60BFO10S in total in a non-equilibrium geometry (ωB97M-V/def2-TZVPD).

The SMILES is CCB(O)[C@@H]1COS(=O)(=O)C[C@]1(CCCF)CC(=O)O.CCOCC.CCOCC.CCOCC.CCOCC. Its frontier orbital gap is 9.8 eV. The calculation puts the HOMO energy at -9.683 eV.

```
100
Properties=species:S:1:pos:R:3:forces:R:3
C -2.855731 -1.289980 -3.150762 0.14 -0.02 -0.28
C -1.402196 -0.828951 -2.885096 -0.12 0.03 0.00
B -1.253223 0.700980 -2.575260 -0.23 -0.01 0.14
O -2.011343 1.567130 -3.350458 0.40 -0.46 -0.48
C -0.239173 1.314570 -1.502559 0.01 0.05 0.11
C 0.802899 0.300360 -1.054584 -0.15 -0.09 -0.24
O 2.056239 0.954550 -0.722932 -0.24 0.16 -0.11
S 2.030009 2.073111 0.386759 0.62 0.42 0.69
O 3.047635 3.010202 0.021525 -0.12 -0.10 -0.12
O 2.108371 1.470561 1.687230 -0.30 -0.29 -0.21
C 0.446179 2.905024 0.269872 -0.31 -0.15 -0.14
C -0.787177 2.110731 -0.273166 0.38 0.08 0.11
C -1.824489 3.214078 -0.640718 -0.07 0.03 0.15
C -3.313621 3.020282 -0.319781 -0.14 0.23 -0.14
C -4.096959 2.157986 -1.289218 0.01 0.07 0.07
F -5.445251 2.205082 -0.934024 0.05 -0.03 0.04
C -1.241879 1.235673 0.932500 0.13 -0.06 -0.02
C -2.282729 0.157017 0.726165 0.38 0.10 -0.06
O -3.416247 0.227345 1.100379 -0.60 0.01 0.21
O -1.801001 -0.934313 0.106787 0.02 0.07 -0.22
H -3.599229 -0.669128 -2.646055 0.04 -0.14 0.10
H -2.991080 -2.332016 -2.855594 -0.06 0.08 0.07
H -3.087768 -1.233273 -4.216444 -0.03 0.05 0.09
H -0.835391 -0.945852 -3.824961 0.02 -0.05 0.09
H -0.906218 -1.477164 -2.159976 -0.09 0.08 -0.03
H -1.516251 2.281960 -3.763456 -0.17 0.27 0.43
H 0.338595 2.069734 -2.066399 -0.15 -0.05 -0.09
H 0.475640 -0.333447 -0.229704 0.08 0.06 -0.05
H 1.054893 -0.354933 -1.882635 0.14 0.08 0.01
H 0.629795 3.794862 -0.334235 0.04 -0.12 -0.05
H 0.258457 3.202699 1.304879 0.09 0.15 -0.09
H -1.526193 4.116864 -0.096281 -0.04 -0.08 0.00
H -1.722445 3.468995 -1.699528 0.08 -0.03 0.06
H -3.473610 2.678753 0.704375 0.04 -0.12 -0.11
H -3.775486 4.013190 -0.375421 0.06 -0.06 0.03
H -4.014269 2.545996 -2.305652 0.00 -0.12 0.04
H -3.798916 1.106648 -1.273666 -0.02 0.08 -0.05
H -0.352854 0.763803 1.363183 -0.12 -0.03 0.01
H -1.643432 1.897654 1.702081 0.03 -0.01 -0.08
H -2.550855 -1.528740 -0.077293 0.03 -0.05 0.14
C 0.386186 -4.649748 1.076316 0.00 -0.03 0.10
C 0.028861 -4.575298 -0.395410 -0.11 -0.17 0.08
O 0.384965 -3.350556 -1.000347 -0.04 0.14 -0.18
C 1.762242 -3.029616 -0.949340 0.26 -0.10 0.10
C 2.668978 -4.032531 -1.644007 -0.12 -0.11 -0.02
H -0.083954 -3.832868 1.626157 0.03 -0.01 0.02
H 0.036053 -5.597135 1.488971 -0.02 0.02 0.03
H 1.460351 -4.588703 1.253660 0.01 -0.04 -0.05
H -1.053015 -4.650206 -0.523385 0.00 0.00 0.01
H 0.467900 -5.419804 -0.938392 0.04 0.01 -0.01
H 2.085716 -2.876744 0.087126 0.01 0.00 -0.01
H 1.840579 -2.073301 -1.450752 0.10 0.09 -0.06
H 2.632007 -5.013989 -1.169464 0.05 0.01 0.03
H 3.703916 -3.689369 -1.611074 -0.02 0.05 0.01
H 2.376353 -4.153513 -2.688423 0.01 0.00 0.00
C 2.822688 6.804823 -0.521099 -0.09 -0.06 -0.02
C 2.875821 8.106118 -1.300043 0.05 0.01 0.03
O 1.925120 8.194538 -2.349741 0.00 0.01 -0.04
C 0.566291 8.098109 -1.967367 -0.04 -0.02 -0.01
C 0.111851 9.171992 -0.993591 0.06 0.03 0.00
H 2.963098 5.945906 -1.178618 0.02 0.00 0.01
H 3.609009 6.789389 0.234168 0.01 -0.01 -0.02
H 1.869524 6.680731 -0.003368 0.03 0.02 0.05
H 3.843131 8.203411 -1.793156 -0.01 0.00 -0.01
H 2.779053 8.960529 -0.620325 -0.04 0.00 0.00
H 0.348380 7.102442 -1.560512 0.02 0.01 0.02
H 0.008087 8.187756 -2.900050 0.01 -0.01 0.00
H 0.634554 9.108230 -0.038523 -0.03 -0.03 0.01
H -0.955266 9.062869 -0.794839 0.00 0.01 -0.02
H 0.287145 10.164686 -1.410317 0.00 0.00 0.00
C 5.565281 -4.849784 3.339974 0.02 0.11 0.05
C 4.498011 -4.306376 2.405767 -0.01 -0.03 -0.06
O 4.006873 -3.025070 2.753609 -0.13 -0.04 -0.03
C 4.950113 -1.966157 2.781601 0.04 0.07 0.10
C 5.622412 -1.681456 1.451569 -0.06 -0.11 -0.09
H 5.193279 -4.883758 4.364910 0.00 -0.01 -0.01
H 5.844573 -5.859421 3.035894 -0.02 0.00 0.00
H 6.468603 -4.238778 3.329571 0.02 -0.02 -0.04
H 3.623057 -4.957672 2.443988 -0.01 0.02 -0.02
H 4.856664 -4.314606 1.368905 0.04 0.02 0.01
H 5.701337 -2.147924 3.558759 0.02 -0.02 -0.02
H 4.377044 -1.092243 3.091271 -0.02 -0.02 0.01
H 6.219807 -2.524748 1.100418 0.03 0.01 0.03
H 6.286502 -0.822833 1.554716 -0.01 0.01 -0.01
H 4.877600 -1.449693 0.687922 0.00 0.02 0.01
C -2.980410 -5.017425 2.342003 -0.09 0.03 -0.15
C -3.137650 -3.703536 1.593566 0.12 0.04 0.10
O -4.029727 -3.748614 0.493844 0.10 0.06 -0.12
C -5.380722 -4.059819 0.799496 -0.11 0.01 0.00
C -6.044103 -3.072336 1.743025 0.06 0.06 -0.01
H -2.658994 -5.800434 1.652542 0.01 -0.02 0.05
H -2.224908 -4.897675 3.119325 0.01 -0.04 0.00
H -3.906244 -5.342387 2.817554 0.00 0.05 0.03
H -2.177244 -3.432010 1.153075 -0.01 0.01 0.03
H -3.409220 -2.893298 2.280320 -0.05 -0.04 0.01
H -5.458724 -5.080014 1.192177 0.05 0.01 0.03
H -5.891411 -4.050474 -0.163627 0.02 -0.01 0.00
H -5.571646 -3.060924 2.725868 -0.03 -0.04 0.01
H -7.090826 -3.345019 1.883000 -0.01 0.00 -0.02
H -5.998646 -2.061709 1.334828 0.01 0.00 0.01
```
Positions in Å, forces in eV/Å.